Run a
19
Properties=species:S:1:pos:R:3 method="wB97M-V/def2-TZVPD" orbital_gap_ev="7.974 / 8.032" charge=0 e_lumo_ev="-1.2316 / -1.2112"
C -0.25 1.18 1.41
C 2.60 -0.63 -0.92
C -1.26 -0.23 -1.61
C -0.53 -0.30 1.27
N 2.20 -1.62 -0.25
O -3.08 -0.22 0.56
O 1.10 -1.52 0.60
O -1.72 -2.28 0.12
P -1.78 -0.78 0.10
H -0.42 1.63 0.42
H 0.85 1.43 1.66
H -1.14 1.46 2.26
H 3.36 -0.83 -1.60
H -0.79 -2.63 0.08
H 2.23 0.43 -0.73
H -2.23 -0.15 -2.16
H -0.89 0.80 -1.71
H -0.43 -0.88 -2.02
H -0.59 -0.78 2.14

---

Run b
19
Properties=species:S:1:pos:R:3 method="wB97M-V/def2-TZVPD" orbital_gap_ev=10.171 charge=0 e_lumo_ev=-0.1963 smiles="CCP(=O)(CC)ON=O"
C -1.17 -2.31 0.30
C -0.09 -1.29 -0.07
P -0.83 0.16 -0.98
O -1.45 -0.11 -2.27
C 0.23 1.61 -1.01
C 0.67 2.11 0.35
O -1.93 0.58 0.22
N -3.33 0.64 0.31
O -3.62 0.17 1.35
H -1.57 -2.98 -0.57
H -0.66 -3.21 0.82
H -1.89 -1.88 0.99
H 0.62 -1.71 -0.73
H 0.54 -1.09 0.85
H 1.11 1.43 -1.58
H -0.51 2.23 -1.59
H 1.24 1.46 0.96
H 1.26 2.95 0.27
H -0.15 2.31 0.96

---

Stability summary: most stable run b, least stable run a.

---

Run a
59
Properties=species:S:1:pos:R:3 method="wB97M-V/def2-TZVPD" orbital_gap_ev="9.783 / 5.109" charge=+1 e_lumo_ev="-3.1293 / -7.8028" s2=0.756 multiplicity=2
C 2.54 -2.36 -1.25
C 1.82 -1.64 -2.39
C 0.33 -1.30 -2.13
N -0.09 -0.45 -1.03
N 2.63 -1.55 0.00
C 3.00 -2.11 1.23
N 1.83 -2.34 2.07
H 3.47 -2.82 -1.60
H 1.92 -3.20 -0.92
H 2.22 -2.03 -3.31
H 2.23 -0.63 -2.42
H -0.19 -2.28 -2.00
H -0.09 -0.92 -3.08
H 0.41 0.46 -1.12
H 0.15 -0.75 -0.10
H 1.93 -0.85 0.20
H 3.72 -2.93 1.37
H 3.63 -1.22 1.70
H 2.23 -2.55 2.97
H 1.16 -1.57 2.06
H -3.94 0.37 0.49
H -4.49 -0.74 -0.52
O -4.53 -0.38 0.37
H 3.62 0.83 -1.04
H 5.09 0.45 -1.60
O 4.48 1.15 -1.29
H -0.53 4.38 -1.81
H -2.02 4.04 -2.31
O -1.47 4.40 -1.61
H 2.70 2.29 2.08
H 3.60 1.31 2.90
O 2.72 1.42 2.53
H -0.42 -2.32 2.03
H -1.02 -0.90 1.60
O -1.20 -1.76 2.01
H 3.21 2.46 -0.42
H 2.85 3.94 -0.50
O 2.53 3.10 -0.15
H -4.28 -3.12 -0.09
H -3.14 -2.18 0.22
O -3.34 -2.97 -0.31
H -1.68 0.94 3.92
H -2.38 2.29 3.42
O -1.92 1.49 3.15
H 0.16 2.20 -4.37
H -0.38 1.10 2.52
O 0.27 0.54 2.03
H -1.02 1.18 -4.68
H 1.14 0.69 2.44
O -0.78 2.01 -4.26
H -2.58 -0.75 -2.60
H -3.29 0.61 -2.95
O -2.72 -0.09 -3.28
H -2.65 -0.58 4.08
H -1.36 -1.34 3.64
O -1.83 -0.95 4.41
H -1.93 0.92 -0.55
H -2.05 2.36 -1.04
O -2.56 1.55 -0.96

---

Run b
59
Properties=species:S:1:pos:R:3 method="wB97M-V/def2-TZVPD" orbital_gap_ev="3.052 / 9.406" charge=+1 e_lumo_ev="-2.3150 / -2.4700" s2=0.751 multiplicity=2
C 0.44 0.62 0.69
C 1.95 0.74 0.45
C 2.31 0.65 -1.09
C 1.69 1.52 -1.87
N 1.81 1.43 -3.38
N 3.45 -0.11 -1.20
N 0.29 0.35 2.13
H -0.15 1.50 0.34
H -0.02 -0.13 0.06
H 2.40 -0.19 0.81
H 2.33 1.63 0.93
H 1.14 2.39 -1.57
H 2.51 2.12 -3.67
H 2.12 0.47 -3.53
H 0.94 1.65 -3.91
H 3.85 -0.30 -2.11
H 3.52 -0.82 -0.50
H 1.13 0.50 2.69
H 0.11 -0.67 2.26
H -0.53 0.78 2.63
H -4.39 1.02 -2.57
H -3.14 0.19 -2.19
O -3.50 1.09 -2.20
H -3.26 0.38 0.84
H -3.27 1.49 -0.20
O -3.25 1.36 0.76
H -2.08 3.21 2.71
H -2.01 2.11 1.65
O -1.48 2.52 2.37
H -4.13 -1.42 1.11
H -2.87 -1.97 1.74
O -3.19 -1.21 1.20
H -1.86 -1.25 -0.93
H -1.17 -1.51 -2.40
O -1.45 -0.88 -1.73
H 0.76 2.36 4.20
H 1.65 2.95 3.05
O 1.53 2.19 3.64
H -0.52 -4.62 -0.22
H 0.74 -4.00 0.51
O -0.23 -4.09 0.54
H 1.73 -3.30 -1.62
H 3.01 -3.62 -2.45
O 2.59 -2.95 -1.90
H 2.67 -1.05 3.37
H 2.02 -2.31 3.69
O 1.92 -1.58 3.07
H -0.84 -2.90 1.52
H -0.96 -2.85 3.00
O -1.13 -2.28 2.24
H -1.17 1.53 -2.90
H -1.62 1.95 -4.28
O -0.83 1.91 -3.73
H -0.88 -3.60 -2.21
H -2.29 -3.52 -3.04
O -1.85 -3.49 -2.19
H 0.54 3.58 1.59
H 1.53 4.62 0.97
O 1.48 3.81 1.48

---

Stability summary: most stable run b, least stable run a.

---

Run a
8
Properties=species:S:1:pos:R:3 method="wB97M-V/def2-TZVPD" orbital_gap_ev="6.493 / 6.491" charge=0 e_lumo_ev="-3.0276 / -3.0283"
C 1.30 0.36 0.43
C 0.30 -0.56 -0.02
O 1.86 1.15 -0.29
S -2.39 0.56 0.05
H 1.58 0.25 1.49
H 0.13 -0.65 -1.08
H -0.07 -1.35 0.61
H -2.72 0.24 -1.20

---

Run b
8
Properties=species:S:1:pos:R:3 method="wB97M-V/def2-TZVPD" orbital_gap_ev=8.896 charge=0 e_lumo_ev=-0.2902 smiles="COC=S"
C -1.04 -0.45 -0.04
O -0.10 0.50 -0.30
C 1.19 0.80 0.05
S 2.44 -0.31 -0.09
H -0.57 -1.05 0.88
H -1.16 -1.30 -0.98
H -2.04 0.00 0.51
H 1.29 1.80 -0.02

---

Stability summary: most stable run b, least stable run a.

---

Run a
54
Properties=species:S:1:pos:R:3 method="wB97M-V/def2-TZVPD" orbital_gap_ev=9.818 charge=0 e_lumo_ev=-0.0794 smiles=CCO.CCO.CCO.CCO.O.O.O.O.O.O
C -1.62 2.20 -0.85
C -2.96 2.06 -1.48
O -3.66 3.24 -1.20
H -1.66 2.27 0.24
H -0.99 2.99 -1.26
H -0.97 1.34 -1.03
H -3.36 1.19 -0.97
H -2.87 1.87 -2.55
H -3.06 4.00 -1.18
C 1.40 -1.68 -3.62
C 0.83 -1.13 -2.30
O -0.16 -1.98 -1.73
H 0.74 -2.08 -4.39
H 2.11 -2.48 -3.46
H 1.89 -0.90 -4.21
H 0.39 -0.14 -2.36
H 1.71 -1.03 -1.66
H 0.15 -2.89 -1.70
C -3.13 -2.61 -3.77
C -3.80 -2.07 -2.50
O -2.95 -2.51 -1.37
H -2.27 -1.97 -3.96
H -3.82 -2.77 -4.61
H -2.69 -3.60 -3.74
H -4.79 -2.47 -2.30
H -3.92 -0.99 -2.55
H -2.06 -2.19 -1.53
C 2.89 2.80 3.87
C 2.13 2.40 2.51
O 1.16 3.24 2.06
H 3.39 3.74 3.65
H 3.63 2.01 3.99
H 2.14 2.87 4.66
H 1.74 1.40 2.65
H 2.84 2.41 1.68
H 0.27 2.99 2.33
O 1.55 1.83 -0.54
H 1.97 1.00 -0.32
H 1.66 2.37 0.24
O -0.10 -0.72 1.25
H -0.25 -0.82 0.31
H 0.79 -0.37 1.31
O 3.07 -0.58 3.31
H 2.28 -0.72 3.82
H 3.72 -1.17 3.69
O 2.76 -0.16 0.39
H 2.83 -0.45 1.30
H 2.67 -0.97 -0.11
O 1.06 -3.13 2.42
H 1.31 -2.61 3.19
H 0.10 -3.08 2.41
O -1.33 -0.35 4.16
H -1.08 -0.09 3.27
H -1.65 0.46 4.56

---

Run b
54
Properties=species:S:1:pos:R:3 method="wB97M-V/def2-TZVPD" orbital_gap_ev=10.232 charge=0 e_lumo_ev=0.2979 smiles=CCO.CCO.CCO.CCO.O.O.O.O.O.O
C -4.11 0.44 1.63
C -4.72 -0.31 0.52
O -4.12 -1.60 0.41
H -3.00 0.51 1.53
H -4.39 0.00 2.55
H -4.38 1.50 1.65
H -4.50 0.31 -0.41
H -5.79 -0.34 0.63
H -3.15 -1.54 0.64
C 0.57 3.22 0.87
C 1.46 3.29 -0.38
O 2.72 2.71 -0.15
H -0.26 3.90 0.92
H 1.19 3.46 1.74
H 0.10 2.23 0.90
H 1.68 4.32 -0.63
H 1.00 2.96 -1.31
H 2.56 1.97 0.48
C 2.64 -2.66 1.75
C 2.61 -3.66 0.63
O 3.54 -3.27 -0.40
H 3.63 -2.74 2.12
H 1.87 -2.94 2.47
H 2.45 -1.64 1.44
H 1.64 -3.80 0.13
H 2.90 -4.65 1.02
H 3.51 -3.95 -1.10
C -1.79 2.30 -1.51
C -2.13 1.49 -2.78
O -2.12 0.09 -2.52
H -2.68 2.11 -0.88
H -1.68 3.35 -1.73
H -0.88 1.87 -1.07
H -1.49 1.68 -3.62
H -3.09 1.85 -3.16
H -2.79 -0.19 -1.89
O -0.41 -2.08 -2.23
H -1.03 -1.35 -2.41
H -0.97 -2.74 -1.83
O -0.45 -0.93 3.98
H -0.09 -0.31 3.33
H -0.35 -0.47 4.82
O 4.49 -0.71 -0.64
H 5.44 -0.65 -0.60
H 4.25 -1.64 -0.59
O 2.98 0.88 -2.32
H 3.09 1.76 -1.93
H 3.76 0.39 -2.01
O -1.25 -1.46 1.12
H -0.49 -0.96 0.78
H -1.31 -1.43 2.10
O 0.93 -0.08 -0.35
H 0.79 -0.88 -0.86
H 1.61 0.40 -0.85

---

Stability summary: most stable run b, least stable run a.